1.
# C5H13NO

A cluster of 2 separate species, C5H13NO in total (wB97M-V/def2-TZVPD, OMol25).

Last column: natural (NBO) charge in e.
Geometry (Å):
C -0.114 0.983 2.545  -0.407
N -0.311 0.080 1.468  -0.456
C -1.546 -0.607 0.991  -0.191
C -1.214 -1.038 -0.460  -0.434
C 0.114 -0.540 -0.762  -0.417
C 0.458 0.520 0.258  -0.228
H 0.631 1.697 2.308  0.201
H 0.166 0.565 3.501  0.189
H -0.849 1.706 2.663  0.173
H -1.714 -1.405 1.684  0.194
H -2.417 0.119 1.050  0.154
H -2.248 -0.785 -0.927  0.219
H -1.202 -2.137 -0.356  0.213
H 0.164 -0.238 -1.849  0.203
H 0.794 -1.489 -0.712  0.213
H 1.550 0.422 0.388  0.207
H 0.127 1.475 -0.143  0.166
O 2.940 0.224 -3.785  -0.935
H 2.140 0.403 -3.210  0.468
H 2.531 0.043 -4.653  0.467

Properties
SMILES	CN1CCCC1.O
relative energy (zero: lowest compared OMol25 entry of this formula, charge and spin)	58.3	kcal per mole
Kohn-Sham gap	0.3262	Eh
E	-328.22590	a.u.
charge	0
LUMO energy	0.78	eV

2.
# C5H12N4

The molecule C5H12N4 (wB97M-V/def2-TZVPD, OMol25).

Last column: natural (NBO) charge in e.
Geometry (Å):
C 2.207 0.002 1.264  -0.399
N 1.908 -0.438 -0.042  -0.636
C 0.623 -0.799 -0.489  0.568
N 0.309 -1.971 -1.013  -0.466
N -0.953 -2.576 -0.803  -0.637
N -0.269 0.212 -0.297  -0.445
C -1.737 0.270 -0.379  -0.222
C -1.512 1.789 -0.193  -0.406
C -0.088 1.533 0.228  -0.208
H 2.329 1.019 1.467  0.186
H 3.183 -0.416 1.427  0.207
H 1.509 -0.402 2.086  0.172
H 2.520 -1.194 -0.281  0.391
H -0.917 -3.223 -1.597  0.360
H -1.580 -1.818 -0.951  0.322
H -2.222 -0.303 0.506  0.202
H -2.118 -0.083 -1.396  0.202
H -2.172 2.294 0.477  0.206
H -1.568 2.431 -1.091  0.212
H -0.143 1.536 1.351  0.178
H 0.689 2.137 -0.276  0.214

Properties
SMILES	CN/C(=N/N)N1CCC1
relative energy (zero: lowest compared OMol25 entry of this formula, charge and spin)	89.3	kcal per mole
Kohn-Sham gap	0.2873	Eh
E	-416.60307	a.u.
charge	0
LUMO energy	0.83	eV

3.
# C5H13NO

A cluster of 2 separate species, C5H13NO in total (wB97M-V/def2-TZVPD, OMol25).

Last column: natural (NBO) charge in e.
Geometry (Å):
C 0.973 -1.506 -1.052  -0.368
C 0.320 -0.341 -0.964  -0.211
C -1.140 -0.204 -0.409  -0.256
C -1.174 0.367 1.004  -0.608
C -2.001 0.625 -1.357  -0.601
H 1.942 -1.564 -1.538  0.200
H 0.630 -2.397 -0.535  0.195
H 0.722 0.527 -1.483  0.194
H -1.569 -1.212 -0.365  0.200
H -0.744 1.374 1.035  0.203
H -0.599 -0.263 1.691  0.213
H -2.203 0.429 1.376  0.210
H -1.601 1.637 -1.480  0.201
H -2.056 0.154 -2.344  0.213
H -3.028 0.701 -0.983  0.210
N 2.252 0.861 1.375  -0.533
O 2.487 -0.505 1.803  -0.605
H 3.105 1.056 0.844  0.334
H 1.470 0.745 0.641  0.343
H 2.215 -0.484 2.740  0.464

Properties
SMILES	C=CC(C)C.NO
relative energy (zero: lowest compared OMol25 entry of this formula, charge and spin)	70.4	kcal per mole
Kohn-Sham gap	0.3924	Eh
E	-328.20663	a.u.
charge	0
LUMO energy	1.07	eV

4.
# C2H7ClN3O8S3

A cluster of 3 separate species, C2H7ClN3O8S3 in total (wB97M-V/def2-TZVPD, OMol25).

Last column: natural (NBO) charge in e.
Geometry (Å):
O -2.279 -1.534 -0.802  -0.975
S -1.127 -1.534 -1.665  2.205
O -1.198 -2.253 -2.906  -0.947
S 0.374 -2.495 -0.535  -0.268
N -0.697 -0.027 -1.814  -1.241
S 0.528 0.621 -2.532  2.285
O 1.559 0.985 -1.600  -0.956
O 0.098 1.612 -3.473  -0.928
Cl 1.457 -0.820 -3.710  -0.315
H 0.799 -3.204 -1.589  0.147
C -3.768 0.119 1.472  -0.497
N -3.457 -0.948 2.464  0.538
O -4.343 -1.278 3.236  -0.415
O -2.345 -1.418 2.441  -0.354
H -4.788 0.438 1.652  0.212
H -3.052 0.920 1.631  0.229
H -3.618 -0.305 0.481  0.281
C 3.460 2.166 0.816  -0.483
N 3.970 0.857 1.313  0.540
O 3.242 0.182 2.005  -0.364
O 5.110 0.567 1.005  -0.403
H 2.442 2.289 1.164  0.234
H 4.133 2.921 1.213  0.215
H 3.500 2.139 -0.269  0.259

Properties
Kohn-Sham gap	0.3327	Eh
E	-2501.23978	a.u.
charge	-1
LUMO energy	2.76	eV

| no. | HOMO level (eV) |
| --- | --- |
| 1 | -8.1 |
| 2 | -7.0 |
| 3 | -9.6 |
| 4 | -6.3 |